Molecular formula: C26H76F5N2NbO20P
Method: DFT, wB97M-V/def2-TZVPD

Last column: Löwdin charge in e.
Cartesian coordinates (Å):
C (6.11451, 0.58920, 1.02131)  -0.103
C (4.71806, 0.69141, 0.42921)  -0.359
N (3.68517, 0.67812, 1.48298)  -0.209
Nb (1.79827, 0.04402, 1.22420)  1.615
C (1.10953, 2.15404, 1.40826)  -0.318
C (0.23266, 2.53175, 2.60460)  -0.178
C (1.02930, 2.97756, 3.79678)  -0.606
F (2.16437, 2.26578, 4.00594)  0.085
F (0.31384, 2.91565, 4.95417)  0.100
F (1.42768, 4.28262, 3.67800)  0.090
C (-0.43960, -0.27566, 1.10880)  -0.376
O (-1.20422, 0.78849, 0.54681)  -0.267
C (-2.56425, 0.45843, 0.37178)  -0.180
C (-2.79833, -0.54831, -0.76137)  -0.176
O (-3.67581, -1.60382, -0.40144)  -0.145
C (-3.08607, -2.87647, -0.19780)  -0.177
C (-2.93239, -3.26849, 1.25745)  -0.195
O (-4.16401, -3.50587, 1.90929)  -0.136
C (-4.82163, -2.36504, 2.44128)  -0.267
C (-4.09961, -1.71199, 3.60866)  -0.076
N (2.16817, -2.13552, 1.01107)  -0.029
C (3.40665, -2.54556, 1.47009)  -0.603
O (3.78055, -2.91466, 2.53363)  0.127
F (4.28665, -2.49124, 0.44075)  0.081
C (1.15697, -2.97752, 1.50139)  -0.605
O (0.46655, -3.70429, 0.87516)  0.154
F (0.99044, -2.87968, 2.83241)  0.086
P (1.73709, 0.24532, -1.45587)  0.435
O (2.26974, 1.56520, -1.94356)  -0.406
O (2.57691, -0.90491, -2.24017)  -0.229
O (0.23607, -0.01049, -2.04216)  -0.224
H (6.24446, -0.38455, 1.48815)  0.048
H (6.86924, 0.67694, 0.23825)  0.073
H (6.27922, 1.34339, 1.79167)  0.072
H (4.55592, -0.16445, -0.22664)  0.074
H (4.60375, 1.60919, -0.15314)  0.101
H (3.78909, 1.52427, 2.03818)  0.045
H (1.51864, -0.23481, 2.97891)  -0.032
H (0.55404, 2.35382, 0.48965)  0.049
H (1.98077, 2.81592, 1.38891)  0.050
H (-0.39935, 3.39300, 2.36926)  0.125
H (-0.43232, 1.72593, 2.90768)  0.098
H (-0.82312, -0.45883, 2.12630)  0.050
H (-0.61698, -1.20899, 0.54652)  0.044
H (-2.98614, 0.04639, 1.29878)  0.109
H (-3.07348, 1.39951, 0.15774)  0.121
H (-3.23743, -0.04145, -1.62422)  0.120
H (-1.83113, -0.93869, -1.08145)  0.091
H (-2.09987, -2.93536, -0.67486)  0.121
H (-3.72751, -3.61726, -0.68378)  0.115
H (-2.38353, -4.21271, 1.27841)  0.125
H (-2.31909, -2.53898, 1.79741)  0.107
H (-5.01817, -1.62067, 1.66438)  0.112
H (-5.78901, -2.72352, 2.78195)  0.084
H (-3.74978, -2.45772, 4.32373)  0.079
H (-4.82073, -1.07128, 4.11792)  0.062
H (-3.27262, -1.06901, 3.30531)  0.049
H (2.72937, -0.50435, -3.11154)  0.008
H (0.27159, -0.29889, -2.96298)  0.065
C (-0.23433, 3.19710, -3.94477)  -0.183
O (0.41938, 3.51365, -2.73422)  -0.145
H (-1.05792, 3.90067, -4.07668)  0.067
H (0.42582, 3.28578, -4.81112)  0.048
H (-0.65278, 2.18320, -3.92520)  0.071
H (1.15807, 2.88731, -2.62540)  0.010
C (9.15633, -0.96534, 3.66999)  -0.166
O (7.80731, -0.98738, 3.23224)  -0.126
H (9.60698, -0.05364, 3.28967)  0.064
H (9.23253, -0.95776, 4.76199)  0.076
H (9.72428, -1.81817, 3.28454)  0.075
H (7.38826, -1.78875, 3.55903)  0.080
C (-0.16386, 3.60244, -8.34720)  -0.156
O (-0.37590, 4.01460, -7.00874)  -0.142
H (-0.42032, 2.54696, -8.42201)  0.076
H (-0.79201, 4.16241, -9.04796)  0.076
H (0.88278, 3.73170, -8.63367)  0.065
H (-0.14406, 4.94930, -6.95677)  0.041
C (-9.01135, -2.72616, 1.52333)  -0.156
O (-7.79498, -3.39458, 1.81264)  -0.119
H (-9.06299, -1.86210, 2.18008)  0.062
H (-9.04146, -2.36361, 0.49230)  0.074
H (-9.88327, -3.36558, 1.70231)  0.073
H (-7.71028, -4.15288, 1.22824)  0.071
C (-6.70995, -4.76134, -1.90066)  -0.167
O (-5.55663, -5.57214, -1.76417)  -0.118
H (-6.58075, -3.92663, -1.21300)  0.075
H (-6.81717, -4.35961, -2.91251)  0.076
H (-7.62728, -5.29953, -1.63762)  0.072
H (-5.62018, -6.32435, -2.35763)  0.071
C (2.89035, 5.20571, -6.33520)  -0.138
O (2.30069, 5.69024, -7.53985)  -0.131
H (3.23018, 4.19333, -6.54123)  0.069
H (3.74896, 5.81082, -6.03319)  0.076
H (2.17391, 5.16682, -5.51140)  0.077
H (1.98629, 6.58454, -7.38090)  0.075
C (-1.55919, 7.87345, -5.74159)  -0.154
O (-1.54222, 6.80010, -6.67182)  -0.132
H (-0.87415, 8.62920, -6.12088)  0.075
H (-2.55280, 8.32062, -5.65271)  0.075
H (-1.22202, 7.56105, -4.75023)  0.081
H (-2.12931, 6.10533, -6.35719)  0.078
C (-6.55883, -2.99925, 6.42007)  -0.158
O (-6.81118, -2.05124, 5.39842)  -0.125
H (-5.47842, -3.11419, 6.47515)  0.076
H (-6.92352, -2.66427, 7.39635)  0.072
H (-6.99885, -3.97457, 6.19272)  0.077
H (-7.75966, -1.92846, 5.31174)  0.073
C (13.14697, -0.28099, 4.40175)  -0.163
O (12.22009, 0.24829, 3.46794)  -0.126
H (12.76009, -0.04822, 5.39144)  0.078
H (13.24467, -1.36692, 4.31463)  0.075
H (14.13803, 0.17114, 4.30163)  0.072
H (12.53334, 0.05359, 2.58080)  0.078
C (3.57432, 0.58980, -6.14345)  -0.142
O (2.97856, 0.35171, -4.88005)  -0.138
H (3.25638, -0.21724, -6.80015)  0.079
H (3.24375, 1.53940, -6.57297)  0.066
H (4.66648, 0.58496, -6.08883)  0.079
H (3.22318, 1.06587, -4.27532)  0.070
C (-9.49016, 1.37750, 2.13866)  -0.165
O (-8.82574, 0.60163, 1.15563)  -0.123
H (-9.20631, 0.96585, 3.10526)  0.074
H (-9.18561, 2.42738, 2.11128)  0.075
H (-10.57923, 1.32365, 2.04298)  0.073
H (-9.05145, 0.95014, 0.28933)  0.076
C (3.46084, -5.78452, 4.01536)  -0.169
O (4.54756, -6.26936, 3.23432)  -0.130
H (3.34093, -6.46201, 4.85923)  0.073
H (3.65815, -4.77780, 4.38600)  0.067
H (2.52654, -5.76589, 3.44792)  0.075
H (4.65501, -5.65769, 2.49916)  0.061

* HOMO-LUMO gap: 7.78 eV
* molar mass: 955.76 g/mol
* HOMO level: -5.84 eV
* lowest unoccupied orbital energy: 1.94 eV
* net charge: -1

=====

Molecular formula: C36H31CaN6O3S5
Method: DFT, wB97M-V/def2-TZVPD

Last column: Löwdin charge in e.
Cartesian coordinates (Å):
Ca (0.54380, 0.77384, 0.02301)  1.201
C (-1.70315, -2.31577, 0.23172)  -0.020
C (-0.52389, -2.49984, 1.14049)  -0.286
C (-0.24923, -3.77569, 1.63627)  -0.022
C (0.80524, -3.94968, 2.50341)  -0.055
C (1.57347, -2.85000, 2.85129)  -0.020
C (1.26019, -1.61445, 2.30489)  -0.210
N (0.22169, -1.44249, 1.47360)  0.129
C (2.09541, -0.41188, 2.60736)  -0.223
C (3.39047, -0.54406, 3.08518)  -0.016
C (4.13894, 0.60499, 3.27634)  -0.037
C (3.57094, 1.83381, 3.02977)  -0.013
C (2.25143, 1.88834, 2.57957)  -0.255
N (1.54843, 0.77872, 2.35052)  0.089
C (1.56395, 3.19983, 2.36913)  -0.296
C (2.10691, 4.36172, 2.90579)  -0.028
C (1.45850, 5.56239, 2.69070)  -0.057
C (0.28396, 5.56187, 1.96820)  -0.030
C (-0.21638, 4.35303, 1.49104)  -0.309
C (-1.49495, 4.33861, 0.70841)  -0.024
N (0.41028, 3.19325, 1.69284)  0.125
H (-1.75276, -3.14038, -0.48056)  0.086
H (-1.62596, -1.39176, -0.33310)  0.050
H (-2.62569, -2.31023, 0.81847)  0.085
H (-0.86540, -4.60894, 1.32587)  0.114
H (1.03544, -4.92781, 2.90690)  0.106
H (2.39579, -2.95972, 3.54171)  0.101
H (3.83427, -1.51401, 3.24843)  0.101
H (5.17088, 0.53632, 3.59586)  0.110
H (4.16287, 2.72999, 3.11846)  0.107
H (3.02052, 4.33970, 3.47809)  0.099
H (1.86946, 6.48452, 3.08183)  0.106
H (-0.25350, 6.47913, 1.76821)  0.107
H (-2.06785, 5.24810, 0.88923)  0.075
H (-2.09267, 3.47216, 0.98060)  0.062
H (-1.27032, 4.27316, -0.35757)  0.077
N (-3.87104, 1.15717, -0.95639)  0.188
C (-4.23843, 0.64971, 0.27676)  -0.187
C (-5.45115, 0.22309, 0.80235)  -0.028
C (-5.43569, -0.24089, 2.10643)  -0.106
C (-4.25311, -0.27593, 2.85931)  -0.098
C (-3.04932, 0.15029, 2.32933)  -0.018
C (-3.05082, 0.61536, 1.01780)  -0.246
N (-1.99992, 1.07842, 0.24682)  0.101
C (-2.52470, 1.38898, -0.91542)  -0.271
C (-1.75718, 1.94651, -2.01855)  -0.361
C (-2.15365, 2.18439, -3.30023)  -0.349
S (-0.82478, 2.78083, -4.20180)  1.010
C (0.15406, 2.71255, -2.79544)  -0.544
N (-0.44926, 2.25186, -1.74571)  -0.065
H (-4.46564, 1.31470, -1.74924)  0.157
H (-6.36634, 0.24743, 0.22489)  0.104
H (-6.35858, -0.58438, 2.55566)  0.094
H (-4.28792, -0.64638, 3.87569)  0.096
H (-2.12580, 0.12168, 2.89366)  0.114
H (-3.11532, 2.00596, -3.75483)  0.061
H (1.19559, 3.00917, -2.85806)  -0.103
C (-1.93514, -3.81296, -4.97518)  -0.100
O (-0.79248, -4.44152, -4.43565)  -0.087
C (-0.04477, -3.71558, -3.55236)  -0.291
C (1.13037, -4.35092, -3.10083)  -0.036
C (1.94630, -3.66613, -2.24498)  -0.044
C (1.66199, -2.37273, -1.75204)  -0.086
C (2.61409, -1.69289, -0.89227)  -0.379
C (4.00290, -2.24416, -0.62807)  0.010
O (2.40553, -0.60086, -0.35966)  -0.138
C (0.43032, -1.74573, -2.16858)  -0.363
O (-0.00370, -0.62391, -1.75990)  -0.183
C (-0.37736, -2.46425, -3.11208)  0.038
H (-2.36811, -4.51993, -5.67939)  0.085
H (-1.67057, -2.89059, -5.49838)  0.096
H (-2.66797, -3.58113, -4.19649)  0.089
H (1.37579, -5.33963, -3.46230)  0.103
H (2.85444, -4.15837, -1.92893)  0.092
H (4.23550, -3.21646, -1.04751)  0.054
H (4.14726, -2.26698, 0.45367)  0.075
H (4.69713, -1.50235, -1.02849)  0.094
H (-1.26687, -1.94700, -3.44234)  0.106
S (2.60932, 2.78698, -0.46817)  -0.064
S (3.95773, 1.98227, -1.83001)  -0.172
S (2.92579, 1.44661, -3.54699)  -0.245
S (2.59042, 3.09090, -4.73803)  -0.231

* HOMO-LUMO gap: 4.66 eV
* molar mass: 796.10 g/mol
* HOMO level: -2.60 eV
* lowest unoccupied orbital energy: 2.06 eV
* relative energy (zero: lowest compared OMol25 entry of this formula, charge and spin): 0.00 kcal/mol
* net charge: -1

=====

Molecular formula: C46H33AsClMoN3O
Method: DFT, wB97M-V/def2-TZVPD

Last column: Löwdin charge in e.
Cartesian coordinates (Å):
Mo (-0.95709, -0.21408, 0.92740)  1.564
Cl (-7.71748, -1.70246, -1.08201)  0.730
C (-6.22673, -1.40058, -0.27129)  -0.658
C (-5.83967, -2.22428, 0.79564)  -0.051
C (-4.65633, -2.00545, 1.45874)  0.011
C (-3.79759, -0.97816, 1.05780)  -0.322
O (-2.65534, -0.81105, 1.72066)  -0.232
C (-4.19788, -0.13054, 0.00003)  -0.142
C (-3.49591, 1.08775, -0.25465)  -0.019
N (-2.26243, 1.30464, 0.08015)  -0.044
C (-1.79635, 2.63632, 0.26457)  -0.218
C (-2.18357, 3.74752, -0.42794)  0.017
C (-1.75177, 5.02390, -0.00995)  -0.029
C (-0.96746, 5.17286, 1.09879)  0.001
C (-0.53470, 4.03377, 1.81897)  -0.148
C (0.25021, 4.10014, 2.99202)  0.045
C (0.60587, 2.94904, 3.63772)  -0.013
C (0.22557, 1.71637, 3.09363)  -0.096
N (-0.49634, 1.60833, 1.99184)  -0.049
C (-0.92099, 2.76173, 1.36535)  -0.177
C (-5.43641, -0.34777, -0.64057)  -0.043
H (-6.49368, -3.03087, 1.09915)  0.123
H (-4.35965, -2.62793, 2.29190)  0.134
H (-4.07988, 1.91573, -0.65560)  0.148
H (-2.82712, 3.66378, -1.29441)  0.130
H (-2.07123, 5.89234, -0.56904)  0.126
H (-0.67141, 6.15549, 1.44162)  0.132
H (0.54836, 5.06779, 3.37633)  0.140
H (1.18366, 2.96339, 4.55014)  0.128
H (0.52650, 0.79711, 3.57327)  0.104
H (-5.75907, 0.32036, -1.42900)  0.126
C (3.76550, -3.22573, 2.55256)  -0.053
C (3.17048, -3.86680, 1.47280)  -0.044
C (1.94231, -3.44002, 0.99871)  -0.029
C (1.30129, -2.36165, 1.61053)  -0.290
C (1.89411, -1.72970, 2.69882)  -0.025
C (3.12344, -2.15762, 3.16645)  -0.054
N (0.06410, -1.88937, 1.11687)  -0.134
C (-0.82189, -2.80759, 0.48849)  -0.332
C (-1.19165, -4.01354, 1.08830)  0.003
C (-2.19269, -4.76766, 0.51046)  -0.029
C (-2.85047, -4.32957, -0.64080)  -0.046
C (-2.49177, -3.13542, -1.23163)  -0.045
C (-1.45938, -2.37817, -0.67858)  -0.098
H (4.72317, -3.56557, 2.92237)  0.120
H (3.66399, -4.70636, 1.00228)  0.120
H (1.47608, -3.94572, 0.16181)  0.116
H (1.35963, -0.94086, 3.20817)  0.084
H (3.57412, -1.67097, 4.02054)  0.119
H (-0.70638, -4.33459, 2.00051)  0.133
H (-2.47372, -5.70958, 0.96222)  0.123
H (-3.63082, -4.93707, -1.07833)  0.121
H (-2.97345, -2.80482, -2.14214)  0.124
H (-1.06207, -1.52684, -1.23399)  0.079
C (5.15419, 0.43582, 1.66340)  -0.058
C (4.91565, -0.50930, 0.67588)  -0.061
C (3.72625, -0.48972, -0.03944)  -0.090
C (2.78037, 0.48679, 0.23894)  -0.366
C (3.01463, 1.43712, 1.22901)  -0.121
C (4.20498, 1.41163, 1.93948)  -0.061
As (1.09065, 0.52958, -0.67683)  1.343
C (1.07277, 2.12162, -1.75441)  -0.291
C (1.13206, 3.44414, -1.35131)  -0.095
C (1.14635, 4.44447, -2.31290)  -0.060
C (1.09454, 4.11278, -3.66079)  -0.043
C (1.05571, 2.78555, -4.06232)  -0.001
C (1.05795, 1.77386, -3.10969)  -0.186
C (1.11830, 0.32254, -3.39771)  -0.184
C (1.13031, -0.25170, -4.66269)  0.001
C (1.25183, -1.62742, -4.79737)  -0.040
C (1.36304, -2.44494, -3.67911)  -0.051
C (1.34032, -1.88562, -2.40917)  -0.104
C (1.21818, -0.51099, -2.27904)  -0.320
H (6.08660, 0.42058, 2.21166)  0.117
H (5.66161, -1.26049, 0.45260)  0.119
H (3.55600, -1.21904, -0.82166)  0.102
H (2.28560, 2.21333, 1.43794)  0.078
H (4.39972, 2.16046, 2.69604)  0.113
H (1.17911, 3.70923, -0.30394)  0.092
H (1.20571, 5.48247, -2.01358)  0.114
H (1.10633, 4.89574, -4.40680)  0.118
H (1.04716, 2.54791, -5.11765)  0.117
H (1.05677, 0.36691, -5.54715)  0.117
H (1.26877, -2.06675, -5.78539)  0.119
H (1.46988, -3.51446, -3.79836)  0.116
H (1.42068, -2.52218, -1.53535)  0.084

* HOMO-LUMO gap (spin up / spin down): 6.00 / 6.67 eV
* molar mass: 850.11 g/mol
* HOMO level (spin up / spin down): -13.09 / -13.32 eV
* multiplicity: 3
* lowest unoccupied orbital energy (spin up / spin down): -7.09 / -6.65 eV
* relative energy (zero: lowest compared OMol25 entry of this formula, charge and spin): 1.92 kcal/mol
* net charge: +2